Entry from OMol25: C36H29CaN3O7P4Se2 as an isolated structure at a distorted geometry (the ωB97M-V functional and the def2-TZVPD basis).

Total charge   -2
LUMO   3.67 eV
HOMO   -2.6 eV
Energy relative to the best compared isomer or geometry (same formula, charge and spin)   172.0 kJ/mol

Each line ends with the Löwdin charge.
CARTESIAN COORDINATES (ANGSTROEM)
1 Ca 0.0417 -4.0970 0.3513  1.273
2 Se 1.3067 3.5955 2.7667  0.227
3 P 0.7714 2.8885 0.8320  0.550
4 C 1.9956 3.3916 -0.4423  -0.326
5 C 1.8803 4.6620 -1.0062  -0.100
6 C 2.8291 5.1299 -1.9003  -0.099
7 C 3.9108 4.3318 -2.2431  -0.103
8 C 4.0395 3.0741 -1.6748  -0.079
9 C 3.0952 2.6079 -0.7731  -0.070
10 C -0.7781 3.6148 0.2088  -0.351
11 C -1.1377 3.4051 -1.1206  -0.092
12 C -2.2358 4.0524 -1.6585  -0.096
13 C -3.0075 4.8848 -0.8585  -0.087
14 C -2.6703 5.0742 0.4735  -0.077
15 C -1.5479 4.4528 1.0017  -0.111
16 C 0.6102 1.1123 0.7179  -0.451
17 C -0.3684 0.1287 0.7465  -0.467
18 N 0.2752 -1.0482 0.6765  -0.039
19 N 1.5730 -0.7924 0.6452  -0.026
20 N 1.8054 0.4954 0.6845  -0.024
21 P -2.1489 0.0514 0.7308  0.534
22 Se -2.8979 -1.8970 1.0102  0.392
23 C -2.6447 0.6650 -0.9060  -0.346
24 C -3.7722 1.4440 -1.1228  -0.096
25 C -4.1723 1.7568 -2.4147  -0.110
26 C -3.4364 1.3084 -3.4981  -0.102
27 C -2.2992 0.5356 -3.2864  -0.073
28 C -1.9105 0.2078 -1.9999  -0.083
29 C -2.7655 1.2045 1.9883  -0.330
30 C -1.9003 1.7711 2.9140  -0.106
31 C -2.3902 2.5567 3.9493  -0.088
32 C -3.7491 2.7832 4.0683  -0.094
33 C -4.6254 2.1980 3.1596  -0.089
34 C -4.1394 1.4001 2.1414  -0.116
35 H 1.0499 5.3046 -0.7430  0.105
36 H 2.7178 6.1174 -2.3281  0.094
37 H 4.6508 4.6898 -2.9476  0.093
38 H 4.8763 2.4423 -1.9281  0.101
39 H 3.2034 1.6234 -0.3293  0.084
40 H -0.5480 2.7504 -1.7486  0.118
41 H -2.4944 3.8888 -2.6946  0.099
42 H -3.8748 5.3803 -1.2743  0.097
43 H -3.2734 5.7138 1.1018  0.097
44 H -1.2467 4.6182 2.0283  0.055
45 H -4.3428 1.8285 -0.2895  0.088
46 H -5.0570 2.3617 -2.5691  0.102
47 H -3.7440 1.5554 -4.5053  0.096
48 H -1.7201 0.1735 -4.1236  0.104
49 H -1.0354 -0.4158 -1.8446  0.116
50 H -0.8347 1.6025 2.8547  0.054
51 H -1.6917 2.9882 4.6523  0.099
52 H -4.1306 3.3956 4.8730  0.093
53 H -5.6923 2.3438 3.2616  0.096
54 H -4.8347 0.8893 1.4885  0.096
55 O -2.8273 -4.9454 1.1663  -0.271
56 P -2.3727 -5.9337 -0.0476  0.197
57 O -3.4943 -6.6574 -0.6434  -0.293
58 O -1.3684 -5.1523 -0.8884  -0.489
59 O -1.4055 -6.9635 0.8484  -0.294
60 P -0.1188 -6.5985 1.7652  0.143
61 O -0.3060 -7.5556 3.0286  -0.104
62 O 1.1335 -6.7747 1.0047  -0.293
63 O -0.3407 -5.1587 2.2667  -0.477
64 H -2.0486 -4.8785 1.7619  -0.006
65 H -0.2149 -8.4586 2.7696  0.054
66 C 5.9262 -2.9957 1.0808  -0.124
67 C 4.7440 -3.1898 1.8359  -0.107
68 C 3.5634 -3.4145 1.1889  -0.066
69 C 3.4518 -3.4698 -0.2249  -0.229
70 C 2.1617 -3.7037 -0.8372  -0.186
71 C 2.2241 -3.7726 -2.2132  -0.184
72 C 3.4055 -3.6035 -2.9842  -0.129
73 C 4.5968 -3.3607 -2.3741  -0.090
74 C 4.6468 -3.2908 -0.9567  -0.194
75 C 5.8708 -3.0479 -0.2788  -0.076
76 H 6.8660 -2.8035 1.5844  0.081
77 H 4.7716 -3.1514 2.9148  0.086
78 H 2.6700 -3.5541 1.7960  0.097
79 H 1.3134 -3.9644 -2.7776  0.065
80 H 3.3616 -3.6718 -4.0659  0.079
81 H 5.5088 -3.2285 -2.9458  0.088
82 H 6.7675 -2.9021 -0.8701  0.091

Atoms 1-3, force components in eV/Å:
Ca 1.0551 1.9259 -0.4643
Se -0.0196 0.0950 -0.1814
P -0.0247 -0.0395 0.1136

=====

Entry from OMol25: C40H50CrGe2IN2O3S2 as an isolated structure at a distorted geometry (the ωB97M-V functional and the def2-TZVPD basis).

2S+1   4
<S²>   3.85
Total charge   0
LUMO (spin up / spin down)   -0.99 / -1.14 eV
HOMO (spin up / spin down)   -7.4 / -7.5 eV
Energy relative to the best compared isomer or geometry (same formula, charge and spin)   294.7 kJ/mol

Each line ends with the Löwdin charge.
CARTESIAN COORDINATES (ANGSTROEM)
1 Cr -1.6802 -0.1717 -0.0398  0.396
2 C -0.9465 1.0418 4.8207  -0.180
3 C -1.8593 0.5709 3.6944  -0.382
4 Ge -1.1037 -0.6667 2.2542  0.826
5 C -1.6317 -2.5251 2.8848  -0.368
6 C -1.4150 -2.7991 4.3668  -0.177
7 C 0.8062 -0.7557 2.8162  -0.230
8 C 2.0081 -0.8030 2.2512  -0.301
9 Ge 2.3490 -1.0175 0.2159  1.263
10 C 2.9959 -2.9330 -0.0973  -0.299
11 C 4.4607 -3.0743 -0.4871  -0.157
12 C 3.4019 0.3826 -0.9022  -0.311
13 C 4.8285 0.7338 -0.5277  -0.164
14 C 3.2576 -0.8034 3.0267  -0.249
15 C 4.5058 -0.8526 2.4124  -0.077
16 C 5.6826 -0.7886 3.1358  -0.068
17 C 5.6433 -0.6957 4.5165  -0.083
18 C 4.4125 -0.6740 5.1509  -0.072
19 C 3.2433 -0.7261 4.4223  -0.027
20 H -1.4942 1.7058 5.4888  0.069
21 H -0.0910 1.5876 4.4278  0.049
22 H -0.5804 0.2043 5.4099  0.055
23 H -2.2605 1.4453 3.1740  0.025
24 H -2.7245 0.0584 4.1213  0.056
25 H -1.0782 -3.2621 2.2977  0.044
26 H -2.6903 -2.6514 2.6447  0.056
27 H -0.3620 -2.7060 4.6244  0.055
28 H -1.7400 -3.8071 4.6252  0.066
29 H -1.9803 -2.0926 4.9698  0.058
30 H 0.8151 -0.7292 3.8974  0.028
31 H 2.3761 -3.3731 -0.8757  0.033
32 H 2.7982 -3.4840 0.8219  0.073
33 H 4.6817 -2.4863 -1.3754  0.066
34 H 4.6827 -4.1188 -0.7029  0.076
35 H 5.1173 -2.7577 0.3201  0.054
36 H 2.7866 1.2796 -0.8880  0.038
37 H 3.3885 -0.0197 -1.9146  0.061
38 H 4.8877 1.1551 0.4713  0.063
39 H 5.2089 1.4733 -1.2307  0.079
40 H 5.4768 -0.1360 -0.5838  0.062
41 H 4.5499 -0.9484 1.3376  0.039
42 H 6.6334 -0.8132 2.6224  0.108
43 H 6.5560 -0.6511 5.0925  0.104
44 H 4.3587 -0.6157 6.2277  0.107
45 H 2.3108 -0.7032 4.9597  0.102
46 C -3.4482 2.7187 -2.2740  -0.107
47 C -1.9987 2.6774 -2.7589  -0.180
48 C -1.1452 3.3073 -1.6985  -0.165
49 C -1.1071 4.6920 -1.6163  -0.034
50 C -0.4666 5.3328 -0.5755  -0.063
51 C 0.0977 4.5841 0.4394  -0.033
52 C 0.0827 3.1975 0.3982  -0.148
53 C 0.6286 2.4011 1.5506  -0.198
54 C 2.0567 2.7540 1.9563  -0.064
55 C -0.5195 2.5559 -0.6961  -0.159
56 N -0.4281 1.1452 -0.7963  -0.011
57 C 0.4384 0.6526 -1.6437  -0.075
58 C 0.6156 -0.7569 -1.5962  -0.413
59 C 1.0427 -1.7158 -2.5492  -0.041
60 C 0.4811 -2.9195 -2.1678  -0.062
61 C -0.2706 -2.6773 -1.0119  -0.115
62 N -0.2026 -1.3984 -0.6585  -0.103
63 H -4.0972 2.1735 -2.9539  0.064
64 H -3.8078 3.7413 -2.1899  0.082
65 H -3.5139 2.2555 -1.2906  0.001
66 H -1.9129 3.2215 -3.7023  0.120
67 H -1.7251 1.6382 -2.9295  0.067
68 H -1.5870 5.2613 -2.3961  0.118
69 H -0.4437 6.4105 -0.5313  0.105
70 H 0.5570 5.0812 1.2794  0.111
71 H 0.5862 1.3378 1.2988  0.040
72 H -0.0401 2.5618 2.4021  0.114
73 H 2.7259 2.6659 1.1044  0.068
74 H 2.3852 2.0761 2.7397  0.066
75 H 2.1264 3.7677 2.3367  0.070
76 H 0.9781 1.2876 -2.3432  0.165
77 H 1.6409 -1.5322 -3.4204  0.123
78 H 0.5798 -3.8652 -2.6645  0.115
79 H -0.8491 -3.3850 -0.4435  0.133
80 I -1.1411 -0.4102 -8.8077  0.815
81 C -1.8210 -0.6070 -6.8126  -0.712
82 C -3.0763 -1.1359 -6.5711  -0.143
83 C -3.5049 -1.2777 -5.2643  -0.005
84 C -2.6847 -0.9038 -4.2066  -0.104
85 C -1.4253 -0.3855 -4.4744  -0.037
86 C -0.9904 -0.2254 -5.7755  -0.149
87 C -3.2096 -1.0331 -2.7907  -0.561
88 O -4.3235 -1.4968 -2.6024  0.054
89 O -2.4204 -0.6255 -1.8763  -0.129
90 H -3.7177 -1.4328 -7.3873  0.093
91 H -4.4767 -1.6859 -5.0304  0.121
92 H -0.7656 -0.1288 -3.6602  0.077
93 H -0.0131 0.1895 -5.9722  0.090
94 C -6.4199 -1.7730 -0.6372  -0.123
95 O -5.2827 -1.2502 0.0289  -0.215
96 C -5.0423 0.0355 -0.1199  -1.248
97 S -5.9861 1.0953 -0.9245  0.726
98 S -3.6526 0.5302 0.8144  0.657
99 H -6.3278 -2.8537 -0.5965  0.094
100 H -6.4284 -1.4278 -1.6721  0.053
101 H -7.3350 -1.4463 -0.1391  0.088

Atoms 1-3, force components in eV/Å:
Cr -1.6422 -0.5502 -1.0771
C -0.1267 -0.1509 -0.2268
C 0.0590 -0.1600 -0.5261

=====

Entry from OMol25: C13H21ClN5O as an isolated structure at a distorted geometry (the ωB97M-V functional and the def2-TZVPD basis).

Total charge   +1
LUMO   -2.80 eV
HOMO   -11.1 eV
Energy relative to the best compared isomer or geometry (same formula, charge and spin)   1587.6 kJ/mol

Each line ends with the Löwdin charge.
CARTESIAN COORDINATES (ANGSTROEM)
1 C -6.1469 -0.9704 0.8324  -0.085
2 H -6.9598 -0.5670 1.1577  0.038
3 H -5.7873 -1.7798 1.2770  0.052
4 H -6.3290 -1.2779 -0.3148  0.165
5 C -5.0493 -0.1191 0.6805  -0.462
6 C -5.5058 1.2532 0.1477  -0.067
7 H -4.7241 1.9297 0.3060  0.036
8 H -5.6956 1.1488 -1.0697  0.147
9 H -6.3824 1.8160 0.4546  0.076
10 C -3.7485 -0.5799 0.2429  -0.325
11 H -3.9497 -0.4512 -0.8128  0.150
12 H -3.6927 -1.4136 0.6066  0.033
13 O -2.7056 0.1867 0.4393  0.051
14 C -1.5147 0.4245 -0.0130  -0.261
15 C -0.7782 1.4816 0.0223  -0.110
16 C 0.4202 1.6245 -0.2539  0.005
17 C 1.0878 0.4889 -1.1095  -0.267
18 C 0.2793 -0.5683 -1.2773  -0.242
19 C -0.8474 -0.5800 -0.8743  -0.461
20 Cl -1.7255 -2.1900 -0.9905  0.708
21 H 0.6598 -1.3061 -2.0800  0.182
22 C 2.3162 0.8888 -1.5876  -0.236
23 N 3.5320 0.4764 -0.8737  0.054
24 C 3.5668 -0.3326 0.2307  -0.459
25 N 4.6706 -0.6134 0.5254  0.116
26 C 5.9971 -0.3852 0.4947  -0.516
27 N 6.8783 -1.0773 1.3042  0.142
28 H 7.8727 -0.4945 1.1469  0.205
29 H 6.5270 -1.5380 2.1721  0.128
30 N 6.2799 0.3691 -0.4256  0.195
31 H 5.5044 0.8588 -1.1331  0.212
32 H 7.1657 0.6502 -0.8056  0.129
33 N 2.3992 -1.0426 0.7602  0.286
34 H 2.1560 -0.7389 1.6045  0.099
35 H 2.6033 -2.1153 0.9437  0.242
36 H 1.5822 -0.8102 0.1463  0.110
37 H 2.5342 0.2437 -2.8560  0.219
38 H 2.6319 1.8652 -1.7042  0.076
39 H 1.0162 2.6166 -0.1900  0.165
40 H -1.3370 2.4083 0.8324  0.240
41 H -4.8014 0.2203 2.0437  0.227

Atoms 1-3, force components in eV/Å:
C 2.0722 -3.1065 -7.5218
H -4.7497 2.3425 2.2954
H 0.4688 -4.0056 2.2851

=====

Entry from OMol25: one molecule with the formula C4H5NO2 at a distorted geometry (the ωB97M-V functional and the def2-TZVPD basis).

Total charge   0
LUMO (spin up / spin down)   0.81 / 0.71 eV
HOMO (spin up / spin down)   -7.1 / -7.3 eV
Energy relative to the best compared isomer or geometry (same formula, charge and spin)   349.1 kJ/mol

Each line ends with the Löwdin charge.
CARTESIAN COORDINATES (ANGSTROEM)
1 C 1.0142 1.5587 0.0003  -0.194
2 C 2.1761 -0.4689 0.0051  -0.343
3 C -0.4503 -0.2198 0.0085  -0.191
4 C -1.8925 -0.6114 -0.0199  -0.065
5 N 2.0933 0.7366 0.0153  0.167
6 O 2.5875 -1.5621 -0.0104  0.165
7 O -0.1804 1.0503 -0.0175  0.032
8 H 1.1345 2.6203 -0.0289  0.118
9 H 0.3039 -0.9731 0.1311  0.083
10 H -2.4071 -0.3158 0.8977  0.076
11 H -1.9784 -1.6885 -0.1282  0.075
12 H -2.4007 -0.1262 -0.8531  0.076

Atoms 1-3, force components in eV/Å:
C 0.8834 0.2745 0.0366
C 1.7515 -0.8278 -0.1567
C -1.1409 -1.2791 -0.0925

=====

energy relative to the best compared isomer or geometry (same formula, charge and spin) of number 1 (C36H29CaN3O7P4Se2)? 172.0 kJ/mol

=====

Among the records above, which one has the highest total charge? C13H21ClN5O

=====

Which value of total charge does entry 4 give? 0

=====

total charge of number 3 (C13H21ClN5O)? +1